Arrangement w

DFT (the ωB97M-V functional and the def2-TZVPD basis) results for the molecule C4H7P.

The geometry in XYZ format:
```
12
C4H7P the ωB97M-V functional and the def2-TZVPD basis
C -0.90115 -2.22902 -0.30279
P 0.63510 -1.60276 -0.59496
C 0.57596 -0.00702 -0.04209
C -0.55135 0.93101 -0.44872
C 0.86762 1.27059 -0.87618
H -1.69900 -1.62463 -0.79857
H -1.27392 -3.22734 0.06609
H 1.81103 -2.10542 -0.25149
H -1.06934 1.55527 0.14552
H -1.16139 0.62037 -1.25666
H 1.02179 1.26821 -1.91232
H 1.30793 2.19266 -0.37561
```

Properties
LUMO (alpha / beta) = -0.222 / -0.290 eV
HOMO (alpha / beta) = -7.606 / -7.628 eV
SMILES = C=[PH]=C1CC1
Net charge = 0



Arrangement x

DFT (the ωB97M-V functional and the def2-TZVPD basis) results for a cluster of 2 separate species, C4H7P in total.

The geometry in XYZ format:
```
12
C4H7P the ωB97M-V functional and the def2-TZVPD basis
C -0.94283 1.03462 -0.49480
C 0.28758 0.92461 -0.02732
C 1.03986 -0.35998 0.11209
H -1.48705 0.18339 -0.87337
H -1.45996 1.97851 -0.55104
H 0.80997 1.80028 0.33280
H 0.59622 -1.15088 -0.48619
H 2.07793 -0.24460 -0.18479
H 1.03786 -0.66574 1.15924
C -1.82813 -2.70394 0.61306
P -2.80426 -3.90391 0.58478
H -1.19275 -1.86377 0.69267
```

Properties
LUMO = 0.582 eV
HOMO = -9.809 eV
SMILES = C=CC.C#P
Net charge = 0



Name the most stable of them. arrangement x.



Arrangement w

DFT (the ωB97M-V functional and the def2-TZVPD basis) results for a cluster of 2 separate species, CH3FIP in total.

The geometry in XYZ format:
```
7
CH3FIP the ωB97M-V functional and the def2-TZVPD basis
C -0.57128 -0.06033 0.37609
F 1.66606 0.66134 0.00766
P 0.28845 1.28496 -0.36556
I -2.64012 -0.47868 -0.14961
H 1.46116 -1.87806 0.38977
H -0.41285 -0.19571 1.40185
H 0.20859 0.66647 -1.66020
```

Properties
LUMO (alpha / beta) = -1.047 / -0.439 eV
HOMO (alpha / beta) = -9.843 / -8.599 eV
Net charge = 0



Arrangement x

DFT (the ωB97M-V functional and the def2-TZVPD basis) results for a structure of composition CH3FIP.

The geometry in XYZ format:
```
7
CH3FIP the ωB97M-V functional and the def2-TZVPD basis
C -0.56976 0.03910 0.46908
F 2.01857 0.14267 0.26466
P 0.74440 0.70559 -0.69365
I -2.43792 0.65778 -0.25906
H -0.42520 -1.31656 0.26040
H -0.44755 0.24396 1.44259
H 1.11746 -0.47254 -1.48401
```

Properties
LUMO = 0.080 eV
HOMO = -9.674 eV
Net charge = 0



Name the most stable of them. arrangement x.